Entry 1:
Entry from the OMol25 dataset: an isolated molecule of C22H29N3O5S2 at a distorted geometry (ωB97M-V/def2-TZVPD).

```
61
Properties=species:S:1:pos:R:3:nbo_charge:R:1
C 0.1463 2.2756 4.2272 -0.65
C -0.4184 2.3383 2.8476 0.03
C -1.7851 2.2237 2.6153 -0.21
C -2.2842 2.2156 1.3240 -0.19
C -1.4081 2.3420 0.2648 -0.37
C -0.0486 2.4841 0.4697 -0.20
C 0.4415 2.4865 1.7610 -0.16
H 1.5025 2.5705 1.9371 0.22
H 0.5987 2.5810 -0.3875 0.24
S -1.9959 2.0924 -1.3979 2.31
O -1.0333 2.5979 -2.3301 -0.94
O -3.3639 2.4900 -1.5448 -0.93
N -2.0092 0.3886 -1.5345 -0.86
C -0.7649 -0.1606 -1.1463 0.10
C -0.5625 -0.5145 0.1762 -0.19
C 0.7000 -0.8151 0.6465 -0.40
C 1.7874 -0.7654 -0.2064 -0.14
C 1.5915 -0.4765 -1.5392 -0.27
C 0.3162 -0.1787 -2.0631 0.22
N 0.1499 0.0784 -3.3876 -0.42
C 1.1999 0.6082 -4.2272 -0.24
H 2.0140 0.9959 -3.6178 0.21
C 0.6207 1.7631 -5.0587 -0.08
H 1.3704 2.1496 -5.7516 0.19
O -0.4638 1.3308 -5.8452 -0.52
C -1.5049 0.8651 -5.0145 -0.08
H -2.3080 0.5420 -5.6788 0.19
C -1.0212 -0.3019 -4.1483 -0.24
H -1.8158 -0.6240 -3.4816 0.24
H -0.7374 -1.1355 -4.8098 0.18
H -1.8596 1.6736 -4.3631 0.19
H 0.2929 2.5552 -4.3720 0.19
H 1.5806 -0.1722 -4.9021 0.19
H 2.4402 -0.4921 -2.2038 0.22
H 2.7700 -0.9713 0.1851 0.24
S 0.9195 -1.1053 2.3818 2.33
O 1.9279 -0.2205 2.8975 -0.95
O -0.3669 -1.0756 3.0296 -0.95
N 1.5704 -2.6528 2.3902 -0.67
C 2.2782 -3.0012 3.6067 -0.23
C 3.0517 -4.2973 3.3869 -0.40
C 2.0883 -5.4086 2.9776 -0.40
C 1.3081 -4.9768 1.7386 -0.40
C 0.5978 -3.6528 2.0065 -0.23
H 0.0961 -3.2887 1.1068 0.22
H -0.1576 -3.7771 2.7969 0.19
H 0.5727 -5.7343 1.4640 0.21
H 1.9968 -4.8424 0.9031 0.20
H 2.6379 -6.3291 2.7737 0.21
H 1.3912 -5.6045 3.7956 0.20
H 3.7862 -4.1419 2.5957 0.20
H 3.5791 -4.5645 4.3034 0.22
H 2.9445 -2.1678 3.8315 0.24
H 1.5723 -3.1227 4.4427 0.18
H -1.3822 -0.5159 0.8796 0.25
H -2.7820 0.0515 -0.9758 0.40
H -3.3401 2.1143 1.1233 0.24
H -2.4611 2.1159 3.4501 0.22
H -0.6379 2.1843 4.9730 0.21
H 0.8003 1.4062 4.2891 0.25
H 0.7435 3.1607 4.4395 0.22
```

HOMO	-0.2922	Eh
DFT total energy	-59662.336	eV
largest force on an atom	1.1	eV/Å
relative energy (zero: lowest compared OMol25 entry of this formula, charge and spin)	0.850	eV
SMILES string	Cc1ccc(S(=O)(=O)Nc2cc(S(=O)(=O)N3CCCCC3)ccc2N2CCOCC2)cc1

***

Entry 2:
Entry from the OMol25 dataset: a structure of composition C17H19AgCl2N3O9S at a distorted geometry (ωB97M-V/def2-TZVPD).

```
52
Properties=species:S:1:pos:R:3:nbo_charge:R:1
C 3.6924 -0.0475 -1.2325 -0.68
C 2.5532 0.1209 -2.2102 -0.02
Cl 2.9389 1.0508 -3.6295 0.05
C 1.3287 -0.3750 -2.0280 -0.06
Cl 0.1720 -0.0190 -3.3177 0.04
C 0.8547 -1.2458 -0.8301 -0.21
C 1.7198 -2.5180 -0.7633 -0.46
C 0.9928 -3.8217 -0.3927 -0.06
O 1.7833 -4.5916 0.5232 -0.72
C -0.6381 -1.5246 -1.2531 0.84
O -1.0958 -2.4046 -1.9021 -0.52
O -1.4204 -0.4953 -0.7729 -0.54
C -0.6841 0.4092 0.0553 0.26
C -0.3297 1.7787 -0.5544 -0.47
C -1.2892 2.2557 -1.6717 -0.53
S -2.3419 3.6797 -1.1941 0.27
C -3.9218 2.9455 -1.0927 0.24
N -4.7334 2.6928 -2.0344 -0.26
N -5.8423 2.0904 -1.5347 -0.28
C -5.6428 2.0141 -0.2661 0.30
O -4.4908 2.5316 0.0935 -0.42
C -1.7522 0.7243 1.1384 -0.13
O -1.2023 1.3305 2.2988 -0.33
O -1.9371 2.4908 2.6289 -0.43
C 0.4854 -0.5161 0.5152 0.26
C 1.5248 0.3029 1.2563 -0.62
C 2.7315 -0.4384 1.7959 0.80
O 2.7629 -1.5799 2.1401 -0.52
O 3.8777 0.3445 1.9412 -0.71
N -0.2646 -1.5890 1.2567 -0.52
C -0.1741 -1.6246 2.4558 0.95
O -0.0252 -1.5567 3.6407 -0.70
H 3.5649 0.6575 -0.4158 0.23
H 3.8809 -1.0696 -0.9222 0.24
H 4.5976 0.2782 -1.7470 0.26
H 2.5835 -2.4418 -0.1064 0.25
H 2.1262 -2.6645 -1.7637 0.24
H -0.0159 -3.6988 0.0016 0.17
H 0.8931 -4.4224 -1.3013 0.18
H 1.5125 -5.4979 0.3626 0.47
H -0.3456 2.5371 0.2315 0.23
H 0.6821 1.8019 -0.9638 0.23
H -0.6979 2.5325 -2.5407 0.25
H -1.9695 1.4808 -2.0218 0.26
H -6.3803 1.5564 0.3694 0.21
H -2.4436 1.4416 0.6954 0.24
H -2.3441 -0.1731 1.3375 0.20
H -1.2988 3.2167 2.6510 0.47
H 1.8868 1.1468 0.6770 0.28
H 1.0380 0.7649 2.1285 0.26
H 3.6725 0.9519 2.6646 0.49
Ag -0.5746 -0.8128 5.6039 0.98
```

HOMO	-0.4322	Eh
DFT total energy	-80700.590	eV
largest force on an atom	2.5	eV/Å
net charge	+1

***

Entry 3:
Entry from the OMol25 dataset: a structure of composition C27H47AsBIrN2O3P2S at a distorted geometry (ωB97M-V/def2-TZVPD).

```
85
Properties=species:S:1:pos:R:3:lowdin_charge:R:1
Ir -1.0201 -0.6403 0.5677 0.98
C -2.7783 -4.4926 -0.7911 0.02
C -1.6103 -3.6584 -0.3703 -0.51
O -1.6990 -2.8198 0.5497 -0.12
N -0.4549 -3.8579 -1.0024 0.10
C 0.7736 -3.1695 -0.6507 -0.09
C 0.9723 -1.9189 -1.4691 -0.26
C 2.0015 -1.8546 -2.3939 0.02
C 2.1677 -0.7179 -3.1627 -0.01
C 1.2716 0.3255 -2.9959 -0.02
C 0.2744 0.1935 -2.0551 -0.16
N 0.1257 -0.8955 -1.2812 -0.06
H -3.6055 -4.3299 -0.1073 0.09
H -2.5166 -5.5499 -0.7999 0.10
H -3.0741 -4.1964 -1.8000 0.06
H -0.4572 -4.4591 -1.8122 0.16
H 1.6041 -3.8508 -0.8245 0.14
H 0.7563 -2.9400 0.4169 0.13
H 2.6636 -2.7020 -2.5068 0.13
H 2.9787 -0.6478 -3.8747 0.13
H 1.3516 1.2403 -3.5651 0.12
H -0.4221 0.9968 -1.8811 0.09
C -2.6681 -1.5548 3.4765 -0.21
P -1.6877 -0.2407 2.7078 0.75
C -0.5048 0.2764 3.9834 -0.18
C -2.7355 1.2593 2.6112 -0.36
C -3.7654 1.0131 1.5186 -0.34
P -2.9061 0.3771 0.0167 0.73
C -4.0850 -0.8446 -0.6045 -0.22
C -2.8393 1.6983 -1.2069 -0.20
H -3.2442 -1.1417 4.3061 0.07
H -2.0031 -2.3271 3.8636 0.07
H -3.3348 -2.0207 2.7531 0.04
H -1.1016 0.5729 4.8476 0.07
H 0.0848 1.1262 3.6454 0.05
H 0.1663 -0.5274 4.2845 0.07
H -2.0450 2.0580 2.3239 0.10
H -3.1779 1.5259 3.5711 0.11
H -4.3866 1.8786 1.2867 0.11
H -4.4358 0.2050 1.8232 0.09
H -5.0813 -0.4038 -0.5249 0.07
H -4.0359 -1.7417 0.0112 0.04
H -3.8640 -1.1100 -1.6388 -0.03
H -3.8491 2.0750 -1.3785 0.07
H -2.4483 1.2974 -2.1424 0.03
H -2.2044 2.5107 -0.8536 0.07
C 4.3442 4.8608 3.7900 -0.06
C 5.0025 3.4867 3.6699 -0.56
C 6.2550 3.6189 2.7923 -0.04
C 5.4083 3.0149 5.0737 -0.04
C 4.0678 2.4569 3.0374 -0.15
C 4.4798 1.1192 2.9610 -0.01
C 3.7088 0.1147 2.3886 0.03
C 2.4907 0.5054 1.8863 -0.19
O 1.5067 -0.2662 1.2554 0.10
B 0.4747 0.6474 1.0066 -0.76
O 0.7871 1.9229 1.3897 0.15
C 2.0640 1.8158 1.9485 -0.18
C 2.8219 2.8145 2.5144 0.08
H 5.0491 5.5588 4.2411 0.09
H 3.4565 4.8338 4.4254 0.09
H 4.0659 5.2690 2.8167 0.09
H 6.9611 4.3108 3.2528 0.09
H 6.0021 4.0025 1.8026 0.09
H 6.7600 2.6608 2.6661 0.08
H 5.9558 3.8061 5.5864 0.09
H 6.0580 2.1404 5.0389 0.08
H 4.5338 2.7659 5.6769 0.09
H 5.4446 0.8466 3.3656 0.12
H 4.0527 -0.9087 2.3429 0.13
H 2.4535 3.8285 2.5466 0.12
C -4.3828 -1.9818 -5.8754 -0.25
As -2.5419 -1.5921 -5.4732 0.65
C -2.2386 0.2186 -6.0565 -0.25
C -1.4989 -2.7145 -6.6364 -0.25
S -2.0578 -1.8864 -3.4477 0.14
H -4.5430 -1.9549 -6.9521 0.05
H -5.0183 -1.2433 -5.3906 0.04
H -4.6156 -2.9731 -5.4917 0.04
H -2.2820 0.2697 -7.1434 0.05
H -1.2571 0.5365 -5.7111 0.03
H -3.0082 0.8615 -5.6333 0.04
H -1.7952 -2.5584 -7.6723 0.05
H -1.6695 -3.7518 -6.3547 0.04
H -0.4456 -2.4726 -6.5092 0.04
```

HOMO	-0.4759	Eh
DFT total energy	-131644.707	eV
largest force on an atom	1.4	eV/Å
net charge	+2
relative energy (zero: lowest compared OMol25 entry of this formula, charge and spin)	1.343	eV

***

Entry 4:
Entry from the OMol25 dataset: an isolated molecule of CH3I2NO at a distorted geometry (ωB97M-V/def2-TZVPD).

```
8
Properties=species:S:1:pos:R:3:nbo_charge:R:1
C -0.2050 -0.8637 0.0395 -0.29
N -3.7492 0.4563 -0.7990 -0.79
O -1.5209 -0.8270 -0.3709 -0.45
I -3.9757 -1.1720 0.1870 0.60
I -2.5775 1.9742 -0.0784 0.34
H 0.2323 0.0147 -0.6198 0.23
H 0.3629 -1.6932 -0.2597 0.18
H -0.2082 -0.6893 1.1409 0.19
```

HOMO (alpha / beta)	-0.3310 / -0.3220	Eh
DFT total energy	-20818.699	eV
largest force on an atom	2.8	eV/Å
relative energy (zero: lowest compared OMol25 entry of this formula, charge and spin)	2.473	eV

***

Entry 5:
Entry from the OMol25 dataset: an isolated molecule of C14H31INOP at a distorted geometry (ωB97M-V/def2-TZVPD).

```
49
Properties=species:S:1:pos:R:3:nbo_charge:R:1
C 4.6318 -0.6227 0.4192 -0.60
C 3.1329 -0.6663 0.7982 -0.22
C 2.8735 -1.9142 1.6484 -0.61
C 2.3092 -0.5997 -0.4943 -0.70
P 0.4603 -0.5851 -0.3124 1.31
C 0.3916 -2.5367 -0.6716 -0.87
C -0.9847 -3.0840 -0.6185 0.42
O -1.7105 -3.2609 -1.6017 -0.57
C -0.5236 -0.2663 -1.8544 -0.71
C -2.0133 0.1136 -1.6834 -0.41
C -2.7712 -0.4040 -0.4515 -0.40
C -3.6272 0.6695 0.2270 -0.41
C -4.6325 1.3405 -0.7229 -0.22
N -4.3914 2.7738 -0.9491 -0.84
C 0.4012 1.2860 0.1310 -0.81
C 0.8053 1.5898 1.5896 -0.28
C 1.9970 2.5460 1.6898 -0.64
I -0.8223 2.4745 2.6802 0.06
H 5.2093 -0.2914 1.2785 0.21
H 4.7807 0.1107 -0.3710 0.20
H 4.9783 -1.5945 0.0844 0.21
H 2.9780 0.1954 1.4395 0.20
H 3.4068 -2.7712 1.2421 0.21
H 1.8231 -2.1597 1.7610 0.21
H 3.2775 -1.7502 2.6465 0.22
H 2.6315 0.2829 -1.0438 0.23
H 2.5898 -1.4554 -1.1057 0.23
H -0.1021 -0.8696 0.9589 -0.06
H 0.7816 -2.7408 -1.6676 0.22
H 1.0002 -3.0968 0.0399 0.23
H -1.3926 -3.3053 0.3906 0.11
H -0.0223 0.5711 -2.3431 0.23
H -0.4502 -1.0957 -2.5492 0.24
H -2.1017 1.1992 -1.7095 0.20
H -2.5271 -0.2404 -2.5731 0.23
H -3.4504 -1.1974 -0.7615 0.22
H -2.1337 -0.8479 0.3110 0.19
H -4.1914 0.1689 1.0138 0.21
H -2.9988 1.4122 0.7134 0.20
H -4.6601 0.8209 -1.6783 0.18
H -5.6293 1.2322 -0.2958 0.18
H -4.0921 2.9573 -1.8919 0.36
H -3.6896 3.1184 -0.3150 0.35
H -0.5862 1.7056 -0.0466 0.23
H 1.0729 1.8075 -0.5492 0.21
H 1.0482 0.6599 2.0951 0.20
H 2.5073 2.4356 2.6442 0.22
H 1.6908 3.5751 1.5452 0.22
H 2.7257 2.3092 0.9139 0.21
```

HOMO	-0.3076	Eh
DFT total energy	-35945.734	eV
largest force on an atom	1.7	eV/Å
SMILES string	CC(C)C[PH](CC=O)(CCCCCN)C[C@@H](C)I

***

Entry 6:
Entry from the OMol25 dataset: a structure of composition C32H24KN3O6PS2 (ωB97M-V/def2-TZVPD).

```
69
Properties=species:S:1:pos:R:3:nbo_charge:R:1
K -0.2786 -1.7994 0.0154 0.91
C -2.8741 -2.9143 -3.1279 -0.66
C -2.8051 -3.9211 -2.0305 0.08
N -1.9086 -3.9179 -1.0983 -0.45
C -2.1391 -4.9170 -0.1722 0.11
C -3.2244 -5.6922 -0.4344 -0.45
S -3.9868 -5.1654 -1.8719 0.41
C -1.2770 -4.9736 1.0224 0.09
C -1.6102 -5.5320 2.2164 -0.43
S -0.3634 -5.2550 3.3458 0.46
C 0.5366 -4.4113 2.1541 0.09
N -0.0523 -4.3465 0.9953 -0.48
C 1.8330 -3.7569 2.4685 -0.67
H -1.8692 -2.5918 -3.3964 0.24
H -3.4275 -2.0372 -2.7872 0.25
H -3.3637 -3.3257 -4.0097 0.22
H -3.6066 -6.5337 0.1179 0.24
H -2.5219 -6.0249 2.5074 0.24
H 2.4598 -4.4009 3.0846 0.22
H 1.6578 -2.8230 3.0076 0.27
H 2.3509 -3.5174 1.5427 0.24
O -3.0520 -0.1761 -0.9641 -0.58
N -1.9928 0.6461 -1.3421 -0.12
C -2.1185 1.0986 -2.5137 0.04
C -1.1220 2.0147 -3.0951 -0.09
C -1.5553 2.6885 -4.2354 -0.18
C -0.7650 3.6552 -4.8377 -0.22
C 0.4635 3.9579 -4.2807 -0.23
C 0.9082 3.2744 -3.1551 -0.15
C 0.1524 2.2793 -2.5494 -0.31
P 0.7264 1.2938 -1.0877 0.85
C 2.5160 1.6742 -0.9654 -0.26
C 3.3950 1.5221 -2.0385 -0.26
C 4.7640 1.6447 -1.8576 -0.22
C 5.2771 1.8925 -0.5915 -0.22
C 4.4135 1.9958 0.4901 -0.20
C 3.0449 1.8801 0.3091 -0.20
C 0.0771 2.4170 0.2143 -0.24
C -0.7333 1.9048 1.2200 -0.22
C -1.1916 2.7257 2.2414 -0.21
C -0.8490 4.0684 2.2563 -0.19
C -0.0565 4.5930 1.2435 -0.23
C 0.3977 3.7712 0.2262 -0.23
H -2.9135 -0.3100 -0.0131 0.51
H -3.0146 0.8630 -3.0899 0.17
H -2.5335 2.4532 -4.6372 0.20
H -1.1080 4.1744 -5.7233 0.21
H 1.0815 4.7291 -4.7232 0.21
H 1.8740 3.5271 -2.7392 0.21
H 3.0136 1.2917 -3.0259 0.20
H 5.4320 1.5319 -2.7033 0.20
H 6.3465 1.9852 -0.4475 0.20
H 4.7997 2.1486 1.4897 0.22
H 2.3952 1.9002 1.1775 0.25
H -0.9958 0.8575 1.2288 0.24
H -1.7946 2.2983 3.0325 0.23
H -1.1915 4.7074 3.0609 0.20
H 0.2166 5.6414 1.2530 0.20
H 1.0328 4.1872 -0.5480 0.20
O 0.4953 -0.0940 6.2526 -0.57
C 0.3150 -0.2991 5.0676 0.36
C 1.2809 -0.0041 3.9480 0.32
O 2.3981 0.4867 4.0643 -0.61
C 0.6386 -0.4538 2.7110 0.30
C -0.6994 -0.8917 2.9933 0.22
O -1.5435 -1.2826 2.1185 -0.82
C -0.9511 -0.8290 4.4316 0.34
O -1.9768 -1.1398 5.0248 -0.61
O 1.1732 -0.4433 1.5600 -0.83
```

HOMO	-0.1209	Eh
DFT total energy	-97615.065	eV
largest force on an atom	0.6	eV/Å
net charge	-1
relative energy (zero: lowest compared OMol25 entry of this formula, charge and spin)	0.642	eV

***

Entry 7:
Entry from the OMol25 dataset: a cluster of 2 separate species, C3H8NO2 in total at a distorted geometry (ωB97M-V/def2-TZVPD).

```
14
Properties=species:S:1:pos:R:3:mulliken_spin:R:1
O 1.1810 -0.6699 -0.5505 -0.01
C 2.2383 -0.8568 -0.0463 0.01
O 2.3409 -1.6550 1.0372 0.01
H 3.2103 -0.3804 -0.2791 0.00
H 3.2285 -2.0362 1.1143 0.00
C -1.8516 0.9393 -1.0441 -0.01
C -0.7863 -0.0220 0.9468 0.73
N -1.0877 1.0587 0.1940 0.21
H -2.6850 1.6414 -1.0295 0.00
H -2.2184 -0.0716 -1.2146 0.00
H -1.0645 0.9753 -1.8403 0.02
H -1.0115 -0.9232 0.3906 0.01
H -0.8303 0.0286 2.0319 0.04
H -0.6638 1.9717 0.2897 0.00
```

spin multiplicity	2
HOMO (alpha / beta)	-0.2025 / -0.3326	Eh
DFT total energy	-8822.924	eV
largest force on an atom	2.1	eV/Å
relative energy (zero: lowest compared OMol25 entry of this formula, charge and spin)	0.761	eV

***

Entry 8:
Entry from the OMol25 dataset: a structure of composition CH4NOPS at a distorted geometry (ωB97M-V/def2-TZVPD).

```
9
Properties=species:S:1:pos:R:3:nbo_charge:R:1
C 0.7898 -0.3767 -1.2735 0.14
N -0.9460 -0.2213 1.1051 -0.98
O 1.3897 0.1834 -0.3067 -0.68
P 0.0318 0.8389 1.9333 0.84
S -1.3941 -0.0112 -0.5181 0.06
H 0.8026 -1.4215 -1.4850 0.13
H 0.6622 0.1335 -2.1873 0.13
H -0.7991 -1.1465 1.4759 0.40
H -0.5369 2.0214 1.2563 -0.04
```

HOMO (alpha / beta)	-0.3093 / -0.3093	Eh
DFT total energy	-24760.422	eV
largest force on an atom	2.7	eV/Å
relative energy (zero: lowest compared OMol25 entry of this formula, charge and spin)	2.074	eV